Entry from the OMol25 dataset: a structure of composition C29H25BrInN3O3SSi in a non-equilibrium geometry (ωB97M-V/def2-TZVPD).

Each line ends with the Mulliken charge.
Element x y z (Å)
In -0.113012 -0.315181 0.001715  0.9828
O 1.195635 5.023609 -3.432800  -0.5128
C 0.866497 3.836745 -2.889509  0.9309
C 0.278921 2.800999 -3.617650  -0.5726
C -0.017172 1.626067 -2.967871  -0.6780
N 0.226377 1.435605 -1.667864  -0.4026
C 0.781512 2.424293 -1.004459  0.4659
Br 1.150277 2.130368 0.830993  -0.1670
C 1.132089 3.649149 -1.541437  -0.5841
H 0.966943 5.041849 -4.367406  0.2975
H 0.057205 2.910214 -4.671462  0.3344
H -0.476034 0.797851 -3.491801  0.4832
H 1.589669 4.429372 -0.952706  0.4670
N -0.496892 -2.086136 7.184117  -0.2731
C -0.029930 -2.918308 6.240880  0.1766
S 0.507687 -4.426126 6.609317  -0.3842
C -0.030833 -2.376862 4.835391  1.5020
C -0.473404 -1.094976 4.518734  -0.9706
C -0.437737 -0.664028 3.203091  -0.8713
N 0.021367 -1.432177 2.219937  0.0356
C 0.433680 -2.665449 2.506774  -0.4504
C 0.423200 -3.174608 3.791345  -0.7162
H -0.515024 -2.411059 8.135664  0.2013
H -0.835427 -1.164553 6.979560  0.1329
H -0.860829 -0.404101 5.254462  0.2420
H -0.818524 0.306248 2.902307  0.4127
H 0.803674 -3.262374 1.683017  0.3497
H 0.773682 -4.176173 3.993311  0.4444
O -1.879205 0.282968 0.403754  -0.8944
O 1.662495 -1.068926 -0.564482  0.5612
Si 2.840828 -2.165569 -0.537647  -0.6821
C 4.225931 -1.740280 -1.732014  0.4155
C 5.479651 -1.304367 -1.300525  -0.3058
C 6.484720 -0.989550 -2.207708  -0.6936
C 6.248701 -1.102118 -3.569327  -0.4196
C 5.005414 -1.527063 -4.022276  -0.6980
C 4.009066 -1.841531 -3.110993  -0.1987
C 3.583767 -2.287368 1.186761  0.7571
C 3.289916 -1.324538 2.154276  -0.3013
C 3.824095 -1.393749 3.434536  -0.5092
C 4.673386 -2.437005 3.772388  -0.5679
C 4.992675 -3.399773 2.823014  -0.7074
C 4.455472 -3.320305 1.546131  -0.1263
C 2.179692 -3.842152 -1.064479  0.7220
C 0.810360 -4.115179 -1.064427  -0.0475
C 0.313958 -5.355283 -1.446694  -0.7842
C 1.188969 -6.354312 -1.845301  -0.4776
C 2.555077 -6.103852 -1.869884  -0.7614
C 3.039607 -4.861094 -1.489751  -0.2413
H 5.674589 -1.208930 -0.237747  0.3718
H 7.451150 -0.656214 -1.850099  0.4008
H 7.030752 -0.860170 -4.278346  0.3774
H 4.817102 -1.615836 -5.085244  0.3924
H 3.043662 -2.178198 -3.476061  0.3855
H 2.630902 -0.502960 1.895749  0.1199
H 3.576345 -0.635719 4.168226  0.4368
H 5.088382 -2.500229 4.770487  0.3765
H 5.657786 -4.214596 3.080736  0.4059
H 4.711222 -4.085684 0.820603  0.2427
H 0.107472 -3.338696 -0.779031  0.0326
H -0.753477 -5.537359 -1.438823  0.4347
H 0.808212 -7.322286 -2.145976  0.3768
H 3.241815 -6.876166 -2.193591  0.3985
H 4.108165 -4.676178 -1.536256  0.3321

Force components x, y, z for each atom (eV/Å):
-1.0905 -0.6341 0.1693
0.0254 0.0147 0.0757
-0.0566 -0.0822 -0.0827
0.0209 0.0915 -0.0483
-0.0705 -0.0786 0.1654
0.3372 0.0394 0.0373
0.1440 0.5312 -0.3544
0.3078 0.3538 0.2646
-0.0553 -0.0834 0.0544
-0.0207 -0.0121 -0.0635
0.0092 0.0123 0.0038
0.0048 -0.0049 0.0019
-0.0045 -0.0107 0.0099
0.0341 -0.0504 -0.0145
-0.0247 0.1012 -0.1134
0.0067 -0.0122 0.0471
0.0221 -0.0612 0.0224
-0.0097 0.0634 -0.0023
-0.0968 -0.0971 0.0233
0.1448 0.0040 -0.2071
0.0599 0.0452 0.1291
-0.0217 -0.0043 0.0368
-0.0031 0.0012 -0.0068
-0.0115 -0.0051 0.0137
0.0072 0.0001 -0.0024
-0.0364 -0.0185 0.0013
0.0082 -0.0143 -0.0341
-0.0087 -0.0001 -0.0104
0.8155 -0.3399 -0.2116
-0.4116 0.2098 0.0524
0.0510 -0.0053 0.0317
-0.0274 0.0777 -0.0467
-0.0339 -0.0007 0.0158
-0.0141 0.0055 0.0045
-0.0077 0.0003 0.0009
0.0003 0.0143 0.0084
-0.0050 -0.0051 0.0376
0.0548 0.0375 0.0504
0.0833 0.0585 -0.0556
-0.0052 -0.0014 -0.0150
0.0010 -0.0157 -0.0059
-0.0083 0.0042 0.0059
-0.1023 -0.0144 -0.0015
-0.0391 -0.1018 -0.0939
0.0080 0.0080 0.0008
0.0108 0.0210 0.0103
0.0181 -0.0018 -0.0054
-0.0139 -0.0054 0.0018
-0.0146 0.0282 0.0680
0.0146 -0.0172 -0.0083
-0.0026 -0.0043 -0.0024
-0.0019 -0.0032 0.0034
0.0013 -0.0029 0.0045
0.0170 -0.0202 -0.0055
0.0062 -0.0102 0.0129
0.0027 -0.0018 -0.0036
-0.0070 -0.0035 -0.0020
-0.0011 0.0050 -0.0011
-0.0022 -0.0035 0.0121
-0.0066 -0.0084 0.0311
0.0041 0.0021 0.0020
0.0033 0.0029 0.0033
-0.0042 0.0022 0.0004
-0.0047 0.0007 -0.0158

The highest occupied orbital energy comes out at -0.2790 hartree. Its molar mass is 718.412 g/mol. The energy above the lowest of the compared OMol25 structures with the same formula, charge and spin is 7.7 kJ/mol. The total energy comes out at -135021.7356 eV. Its largest force on an atom is 1.3 eV Å⁻¹.